DFT (ωB97M-V/def2-TZVPD) results for a 2-piece molecular cluster, C4H13NO3 overall.

The calculation puts the frontier orbital gap (alpha / beta) at 11.0 / 5.5 eV. As for the expectation value of S²: 0.755. Its calculated total energy is -11981.760 eV. The calculation puts the LUMO energy (alpha / beta) at -3.24 / -8.73 eV. The highest occupied orbital energy (alpha / beta) is -14.211 / -14.209 eV. For the energy relative to the best compared isomer or geometry (same formula, charge and spin), the calculation gives 43.0 kcal/mol.

ORCA input file:
```
! wB97M-V def2-TZVPD RIJCOSX def2/J DEFGRID3
* xyz 1 2
C 0.706 0.559 0.939
O 1.651 0.007 0.061
C -0.456 1.303 0.160
C -1.478 0.326 -0.581
C -0.826 -0.688 -1.549
O -2.253 -0.372 0.339
N -1.237 2.117 1.000
H 0.296 -0.176 1.620
H 1.306 1.309 1.451
H 1.189 -0.636 -0.423
H 0.112 1.865 -0.588
H -2.089 1.078 -1.068
H -1.667 -1.180 -1.973
H -0.164 -0.172 -2.240
H -0.252 -1.396 -0.950
H -1.838 -1.208 0.521
H -2.171 1.716 1.114
H -1.280 3.114 0.797
H 3.301 -2.639 -1.161
H 2.941 -1.796 0.045
O 3.204 -2.680 -0.205
*
```

These are the Mulliken partial charges, in e, on atoms 1 to 8: -0.711 -0.498 0.212 0.144 -1.752 -0.510 -0.214 0.335

***

DFT (ωB97M-V/def2-TZVPD) results for a 3-piece molecular cluster, C4H13NO4 overall.

The calculation puts the frontier orbital gap at 10.4 eV. Its calculated total energy is -14039.675 eV. The calculation puts the LUMO energy at 0.56 eV. The highest occupied orbital energy is -9.819 eV. For the energy relative to the best compared isomer or geometry (same formula, charge and spin), the calculation gives 2.2 kcal/mol.

ORCA input file:
```
! wB97M-V def2-TZVPD RIJCOSX def2/J DEFGRID3
* xyz 0 1
C -1.664 1.307 -0.142
N -0.299 0.824 -0.250
C 0.699 1.003 0.641
O 0.191 1.374 1.874
O 1.864 0.783 0.438
C -2.629 0.136 0.113
C -2.448 -1.052 -0.807
H -1.764 2.114 0.570
H -1.929 1.660 -1.145
H 0.043 0.412 -1.102
H 0.674 2.138 2.217
H -3.666 0.479 0.148
H -2.502 -0.138 1.163
H -1.438 -1.444 -0.735
H -3.238 -1.782 -0.618
H -2.679 -0.805 -1.849
H 2.898 -1.044 0.798
H 1.621 -1.755 1.145
O 2.388 -1.825 0.563
H 1.254 -2.305 -1.556
H 2.091 -1.126 -1.519
O 1.288 -1.428 -1.970
*
```

These are the Mulliken partial charges, in e, on atoms 1 to 8: -0.847 0.019 0.422 -0.448 -0.617 -0.366 -1.059 0.365

***

DFT (ωB97M-V/def2-TZVPD) results for a 4-piece molecular cluster, C4H13NO5 overall.

The calculation puts the frontier orbital gap at 10.0 eV. Its calculated total energy is -16086.370 eV. The calculation puts the LUMO energy at 0.40 eV. The highest occupied orbital energy is -9.595 eV. For the energy relative to the best compared isomer or geometry (same formula, charge and spin), the calculation gives 29.8 kcal/mol.

ORCA input file:
```
! wB97M-V def2-TZVPD RIJCOSX def2/J DEFGRID3
* xyz 0 1
C 0.376 -0.723 2.667
C 0.650 -0.787 1.215
N -0.320 -0.541 0.280
C -1.711 -0.229 0.553
C -2.286 0.439 -0.716
O -3.254 1.146 -0.698
O 1.805 -0.862 0.782
H 0.552 0.311 2.980
H -0.657 -0.928 2.957
H 1.100 -1.325 3.205
H 0.062 -0.598 -0.665
H -2.291 -1.082 0.932
H -1.717 0.573 1.309
H -1.707 0.250 -1.624
H -0.071 2.165 0.383
H -0.649 3.240 -0.624
O -0.819 2.417 -0.159
H 1.068 -1.191 -2.852
H 0.688 0.278 -2.974
O 0.405 -0.554 -2.565
H 3.543 -1.033 -1.258
H 2.269 -0.380 -1.245
O 2.961 -0.587 -1.883
*
```

These are the Mulliken partial charges, in e, on atoms 1 to 8: -1.104 0.756 0.009 -0.615 -0.079 -0.498 -0.685 0.267

***

DFT (ωB97M-V/def2-TZVPD) results for a 2-piece molecular cluster, C4H13NOS overall.

The calculation puts the frontier orbital gap (alpha / beta) at 2.1 / 8.6 eV. As for the expectation value of S²: 0.750. Its calculated total energy is -18730.539 eV. The calculation puts the LUMO energy (alpha / beta) at 3.00 / 2.91 eV. The highest occupied orbital energy (alpha / beta) is 0.925 / -5.691 eV. For the energy relative to the best compared isomer or geometry (same formula, charge and spin), the calculation gives 5.7 kcal/mol.

ORCA input file:
```
! wB97M-V def2-TZVPD RIJCOSX def2/J DEFGRID3
* xyz -1 2
C -1.520 -0.299 1.788
N -0.766 0.384 0.741
C 0.565 -0.160 0.537
C 1.361 0.876 -0.250
S 3.150 0.604 -0.319
C 0.584 -1.520 -0.165
H -1.588 -1.385 1.665
H -2.508 0.140 1.826
H -1.049 -0.120 2.757
H -1.286 0.265 -0.127
H 1.038 -0.267 1.522
H 1.257 1.856 0.194
H 0.964 0.962 -1.263
H 3.192 -0.194 -1.397
H 1.617 -1.871 -0.264
H 0.176 -1.413 -1.166
H 0.059 -2.266 0.428
H -1.164 1.719 -1.715
H -2.328 1.634 -2.665
O -1.753 1.053 -2.126
*
```

These are the Mulliken partial charges, in e, on atoms 1 to 8: -1.109 -0.488 0.623 -1.968 -0.202 -1.917 0.269 0.445

***

DFT (ωB97M-V/def2-TZVPD) results for a 2-piece molecular cluster, C4H13NOS overall.

The calculation puts the frontier orbital gap at 9.3 eV. Its calculated total energy is -18730.770 eV. The calculation puts the LUMO energy at 0.88 eV. The highest occupied orbital energy is -8.468 eV. For the energy relative to the best compared isomer or geometry (same formula, charge and spin), the calculation gives 28.6 kcal/mol.

ORCA input file:
```
! wB97M-V def2-TZVPD RIJCOSX def2/J DEFGRID3
* xyz 0 1
C -0.170 -0.633 -1.316
C 1.076 -0.255 -0.477
C 1.526 -1.356 0.428
S 1.386 -0.878 2.229
C -0.414 -0.470 2.399
N -0.625 0.528 -2.076
H 0.178 -1.372 -2.045
H -1.016 -0.989 -0.733
H 1.789 0.235 -1.148
H 0.776 0.712 -0.050
H 1.045 -2.319 0.308
H 2.610 -1.435 0.384
H -1.063 -0.854 1.611
H -0.704 0.579 2.316
H -0.521 -0.921 3.377
H -1.565 0.849 -1.906
H -0.507 0.547 -3.075
H -0.853 2.431 -0.692
H -1.312 2.967 0.656
O -1.637 2.636 -0.190
*
```

These are the Mulliken partial charges, in e, on atoms 1 to 8: -0.415 -0.506 -0.734 -0.123 -0.773 -0.513 0.330 0.212

***

DFT (ωB97M-V/def2-TZVPD) results for a 2-piece molecular cluster, C4H13NOS overall.

The calculation puts the frontier orbital gap at 9.9 eV. Its calculated total energy is -18729.937 eV. The calculation puts the LUMO energy at 0.63 eV. The highest occupied orbital energy is -9.250 eV. For the energy relative to the best compared isomer or geometry (same formula, charge and spin), the calculation gives 47.8 kcal/mol.

ORCA input file:
```
! wB97M-V def2-TZVPD RIJCOSX def2/J DEFGRID3
* xyz 0 1
C -0.262 -0.392 0.701
C 0.264 -0.161 -0.696
C -0.833 -0.208 -1.921
S -1.926 -1.709 -2.059
C -1.037 0.955 1.117
N -0.476 2.262 0.707
H -0.856 -1.225 0.839
H 0.595 -0.541 1.444
H 0.900 0.732 -0.840
H 0.995 -0.857 -0.982
H -1.591 0.627 -1.604
H -0.339 0.214 -2.887
H -0.757 -2.405 -1.709
H -1.911 0.878 0.472
H -1.135 1.108 2.245
H -0.234 2.349 -0.309
H 0.325 2.438 1.352
H 3.132 -0.746 1.650
H 2.083 -1.749 1.328
O 3.061 -1.572 1.152
*
```

These are the Mulliken partial charges, in e, on atoms 1 to 8: -0.246 -0.936 -0.452 -0.208 -0.889 -0.534 0.320 0.105